(1)
74
Properties=species:S:1:pos:R:3 method="wB97M-V/def2-TZVPD" e_tot_ev=-59563.03651 total_charge=+2 multiplicity=3 relative_energy_kcal_mol=0.0 mol_weight_g_mol=626.88 lumo_energy_ev="-6.09 / -6.99" homo_lumo_gap_ha="0.29720 / 0.27139" e_homo_ev="-14.18 / -14.37"
W -0.053 -0.181 1.262
C -0.720 -2.023 2.357
C 0.663 -2.135 1.930
C 0.528 -0.534 3.622
C -0.776 -1.064 3.419
C 1.426 -1.189 2.714
C -1.861 -2.892 1.940
H -1.581 -3.506 1.082
H -2.751 -2.296 1.688
H -2.147 -3.563 2.769
C -1.973 -0.815 4.270
H -2.899 -0.854 3.688
H -1.925 0.145 4.785
H -2.062 -1.585 5.050
C 0.948 0.407 4.700
H 1.366 -0.149 5.556
H 0.104 0.992 5.083
H 1.727 1.104 4.360
C 2.918 -1.111 2.765
H 3.300 -1.727 3.598
H 3.273 -0.082 2.933
H 3.353 -1.497 1.836
C 1.260 -3.217 1.088
H 1.709 -3.988 1.732
H 2.052 -2.821 0.443
H 0.490 -3.696 0.473
C -1.772 0.997 -3.487
C -1.919 -0.345 -3.381
C -1.194 -1.326 -4.262
C 0.313 -1.008 -4.453
C 0.999 -0.401 -3.266
C 1.253 0.935 -3.182
C 0.572 2.001 -4.008
C -0.888 1.695 -4.472
H -1.688 -1.366 -5.252
H 0.446 -0.374 -5.341
H -1.298 -2.340 -3.838
H -0.864 1.149 -5.424
H -2.471 1.654 -2.956
H -2.750 -0.761 -2.810
H -1.367 2.666 -4.670
H 0.558 2.962 -3.459
H 2.154 1.257 -2.672
H 1.182 2.197 -4.905
H 0.818 -1.960 -4.668
H 1.547 -1.106 -2.634
P -1.615 0.328 -0.381
P 1.682 1.470 0.620
C -0.612 1.719 -1.084
C 0.647 2.434 -0.517
H -1.350 2.502 -1.342
H -0.256 1.200 -1.982
H 1.302 2.753 -1.349
H 0.315 3.349 -0.011
C 2.394 2.644 1.779
H 2.766 2.099 2.652
H 1.633 3.353 2.114
H 3.223 3.200 1.326
C 3.037 0.655 -0.253
H 3.438 1.298 -1.043
H 2.704 -0.287 -0.699
H 3.833 0.419 0.461
C -3.373 0.409 -0.447
H -3.778 -0.392 0.184
H -3.768 0.288 -1.461
H -3.712 1.361 -0.029
C -0.889 -1.268 -0.915
H 0.004 -1.629 -0.348
H -0.503 -1.167 -1.927
H -1.634 -2.069 -0.895
Cl -1.749 2.911 1.472
C -1.151 1.423 2.249
H -0.545 1.765 3.103
H -2.041 0.982 2.720

(2)
26
Properties=species:S:1:pos:R:3 method="wB97M-V/def2-TZVPD" e_tot_ev=-50924.54730 total_charge=0 multiplicity=5 relative_energy_kcal_mol=106.1 mol_weight_g_mol=287.95 lumo_energy_ev="-0.01 / 0.26" homo_lumo_gap_ha="0.24727 / 0.30979" e_homo_ev="-6.74 / -8.17"
C -1.415 1.686 -1.067
C 1.540 2.258 0.034
H -1.104 1.343 -2.078
H -1.099 2.751 -0.919
H -2.392 1.265 -0.855
H 2.175 2.330 -0.891
H 0.940 3.240 0.072
H 2.126 1.890 0.905
Fe 0.081 0.996 -0.233
C 1.598 -0.121 -1.081
H 1.460 0.149 -2.156
H 1.520 -1.222 -1.044
H 2.588 0.168 -0.655
I -0.864 1.719 1.882
N -1.174 -0.764 -0.552
C -1.463 -1.785 0.506
C -0.137 -2.176 1.128
N 0.626 -0.952 1.475
H -2.069 -0.354 -0.831
H -0.813 -1.251 -1.372
H -2.117 -1.303 1.247
H -1.960 -2.648 0.034
H -0.354 -2.762 2.034
H 0.476 -2.743 0.412
H 0.218 -0.603 2.345
H 1.615 -1.110 1.659